Computed, not measured: a molecular structure, C5H10 at a distorted geometry, with ωB97M-V/def2-TZVPD.

Output
- HOMO (eV) = -7.90
- ΔE to the lowest compared entry with this formula, charge and spin (kcal/mol) = 107.4
- net charge = 0
- Kohn-Sham gap (eV) = 8.84

Last column: natural (NBO) charge in e.
Cartesian coordinates (Å):
C: 1.873 -0.025 0.204  -0.517
C: 0.395 -0.008 0.055  -0.344
C: -0.716 -0.927 0.526  -0.389
C: -1.699 -0.164 -0.400  -0.388
C: -0.550 0.786 -0.853  -0.391
H: 2.385 0.909 1.158  0.063
H: 2.285 -0.909 0.667  0.233
H: 2.395 0.339 -0.663  0.222
H: 0.870 0.655 0.952  0.324
H: -0.618 -1.998 0.320  0.193
H: -0.939 -0.819 1.593  0.197
H: -2.532 0.325 0.118  0.202
H: -2.114 -0.781 -1.205  0.203
H: -0.687 1.829 -0.537  0.199
H: -0.349 0.788 -1.933  0.194

Atoms 1-3, force components in eV/Å:
3.207 1.220 0.982
0.465 2.374 2.912
-0.009 -0.549 0.387